# 1
Formula: C35H45BF5IN4O7PS
Source: the OMol25 dataset
Level of theory: ωB97M-V with the def2-TZVPD basis set

The geometry in ORCA input format:
```
! wB97M-V def2-TZVPD RIJCOSX def2/J DEFGRID3
* xyz -1 1
C 1.94156 -1.83672 1.99683
C 2.81792 -0.78031 2.28857
C 2.85916 0.37140 1.29829
O 3.31881 0.13320 0.26634
O 2.37749 1.61362 1.57466
C 1.16737 1.47033 2.35230
C 0.30390 2.72482 2.32614
C -0.62242 2.85217 3.55519
C -1.41533 1.57219 3.90419
C -2.85238 1.58759 3.37236
C -2.94548 1.61141 1.82163
B -4.30593 0.91623 1.22119
C -4.31238 -0.73779 1.31239
C -2.97268 -1.36732 1.72891
C -2.90502 -2.94042 1.74598
I -4.74815 -3.97932 1.36548
C -5.57082 1.54394 2.04798
P -7.24306 1.17345 1.42634
O -7.42365 -0.14363 0.84164
O -7.79994 2.36754 0.48152
O -8.24353 1.26541 2.75267
S -4.33844 1.38865 -0.64968
O -4.51944 2.83348 -0.75709
O -5.42114 0.76704 -1.37621
C -2.80449 0.83123 -1.57591
F -3.09466 0.96923 -2.86786
F -2.63647 -0.47151 -1.39361
C -1.47696 1.62593 -1.32340
F -0.60875 0.87260 -0.68204
F -1.62808 2.77821 -0.76546
F -0.90285 1.86328 -2.51357
H 0.88256 -1.77678 2.27072
H 2.27753 -2.72510 1.45550
H 3.39531 -0.80285 3.21549
H 1.40306 1.23565 3.39980
H 0.57142 0.65866 1.91111
H 0.97304 3.59701 2.32089
H -0.31832 2.79504 1.43089
H -1.36263 3.62761 3.31635
H -0.06265 3.24558 4.41241
H -1.48265 1.50843 5.00072
H -0.94396 0.63964 3.56933
H -3.40819 2.45116 3.76368
H -3.38191 0.70163 3.75305
H -2.98323 2.67265 1.51987
H -2.01078 1.18633 1.42385
H -5.05084 -1.00960 2.07348
H -4.61046 -1.11733 0.33057
H -2.14844 -1.04420 1.07925
H -2.67797 -1.05692 2.73894
H -2.10892 -3.28719 1.08405
H -2.60227 -3.26130 2.74552
H -5.56692 1.20884 3.09113
H -5.45248 2.63999 2.06568
H -8.08158 3.05272 1.11337
H -7.94302 0.52659 3.30405
N 2.83588 -0.15823 -5.63524
C 3.64302 0.81562 -6.05360
C 3.36149 2.16544 -5.91394
C 2.16978 2.52616 -5.30595
C 1.31431 1.53091 -4.86491
C 1.69411 0.20997 -5.05170
H 4.56315 0.48478 -6.52550
H 4.05676 2.91380 -6.27141
H 1.91121 3.56989 -5.17724
H 0.37686 1.77125 -4.38720
H 1.05819 -0.60291 -4.71903
N -2.35829 -5.51669 4.23823
C -3.11851 -6.59579 4.41378
C -2.66191 -7.89485 4.24975
C -1.34127 -8.08359 3.87832
C -0.53444 -6.97420 3.68836
C -1.09051 -5.71896 3.88208
H -4.14596 -6.39847 4.69966
H -3.32484 -8.73483 4.40808
H -0.94586 -9.08237 3.73816
H 0.50209 -7.07819 3.39676
H -0.49617 -4.82075 3.74722
N 1.91170 2.61574 -10.09241
C 2.47026 3.15857 -11.17400
C 3.82192 3.07318 -11.46930
C 4.64258 2.38737 -10.58879
C 4.08312 1.81738 -9.45779
C 2.71758 1.95855 -9.25744
H 1.78957 3.68798 -11.83260
H 4.21990 3.53191 -12.36464
H 5.70480 2.29825 -10.78213
H 4.68966 1.27466 -8.74643
H 2.23372 1.52715 -8.38906
N 5.96802 -0.36143 4.08557
C 6.47511 0.22533 2.99652
C 7.82621 0.23360 2.68636
C 8.70346 -0.39711 3.55168
C 8.19963 -1.00993 4.68596
C 6.83151 -0.96406 4.90293
H 5.75217 0.70836 2.34808
H 8.17988 0.72250 1.78884
H 9.76652 -0.41137 3.34434
H 8.85151 -1.51318 5.38736
H 6.39225 -1.43364 5.77686
*
```

Frontier orbital gap = 6.90 eV
LUMO energy = 0.966 eV



# 2
Formula: C35H45BrCl3N8O3PtS
Source: the OMol25 dataset
Level of theory: ωB97M-V with the def2-TZVPD basis set

The geometry in ORCA input format:
```
! wB97M-V def2-TZVPD RIJCOSX def2/J DEFGRID3
* xyz 3 5
Pt 0.72411 0.13948 0.24236
Cl 5.52058 -5.46187 -0.11770
C 4.14739 -4.49553 -0.13776
C 4.29574 -3.08763 -0.09653
C 3.18335 -2.31514 -0.11650
Cl 3.31728 -0.58912 -0.10832
C 1.84122 -2.86240 -0.16430
O 0.80881 -2.16045 -0.14795
C 1.76594 -4.31319 -0.21740
Cl 0.20801 -5.01426 -0.29769
C 2.87533 -5.09808 -0.20145
H 5.28407 -2.64916 -0.05904
H 2.79120 -6.17591 -0.23739
C -2.06516 2.82048 -0.45631
O -1.92407 1.38868 -0.35262
C -3.08170 0.68015 -0.48620
C -4.31430 1.27974 -0.72375
C -5.44981 0.50167 -0.89449
Br -7.08871 1.33832 -1.24902
C -5.37922 -0.86469 -0.79412
C -4.14714 -1.48824 -0.50827
C -2.98720 -0.70479 -0.39778
O -1.71611 -1.22459 -0.19690
C -4.23326 -2.91368 -0.27983
N -5.37522 -3.58719 -0.57739
C -5.18035 -4.83711 -0.19963
C -6.07793 -5.94642 -0.30128
C -5.63283 -7.14610 0.15403
C -4.32874 -7.27747 0.70990
C -3.42574 -6.20800 0.82315
C -3.86860 -4.99806 0.36928
N -3.29925 -3.73372 0.27458
H -2.72446 3.19696 0.32695
H -2.45323 3.09649 -1.43608
H -1.07619 3.24048 -0.34065
H -4.40804 2.35167 -0.80310
H -6.26211 -1.47406 -0.90030
H -1.49520 -1.87605 -0.87622
H -7.06709 -5.80819 -0.71711
H -6.27019 -8.01824 0.10336
H -4.01605 -8.25099 1.06577
H -2.44524 -6.36056 1.24912
H -2.41027 -3.46874 0.66915
C 4.56677 6.00458 -0.59830
C 5.14155 5.67381 0.77932
C 5.46157 4.19622 1.00954
C 4.25290 3.26607 0.96804
N 3.89558 2.95555 -0.43236
C 2.73541 2.53430 -0.90456
S 1.35834 2.40381 0.18250
N 2.61336 2.30102 -2.20388
C 1.37231 2.01030 -2.94295
C 0.62248 3.27145 -3.35162
C 1.43221 4.19832 -4.25527
C 0.62974 5.42164 -4.68724
H 4.46152 7.08171 -0.72018
H 3.57393 5.56996 -0.74700
H 5.22614 5.65189 -1.39778
H 4.44916 6.01015 1.55589
H 6.06179 6.24008 0.92549
H 5.92568 4.07744 1.98928
H 6.20752 3.85698 0.27955
H 3.39812 3.73485 1.45129
H 4.46970 2.33006 1.48753
H 4.63310 3.13805 -1.10216
H 3.41967 2.49734 -2.78224
H 0.74981 1.36724 -2.32477
H 1.66975 1.44426 -3.82566
H 0.30641 3.81102 -2.45315
H -0.28396 2.95732 -3.87620
H 1.76065 3.64381 -5.13992
H 2.33508 4.53307 -3.73304
H -0.25995 5.12734 -5.24588
H 1.22298 6.07424 -5.32548
H 0.30562 6.00376 -3.82239
C 1.16301 0.90283 3.21107
N 0.35573 -0.08418 2.40309
C -1.09373 0.09778 2.77556
N -1.28719 -0.10243 4.18909
C -0.46514 0.86642 4.93098
N 0.96088 0.69608 4.62062
C 1.36139 -0.66950 4.97719
N 0.56856 -1.66696 4.23988
C 0.76536 -1.46882 2.82880
C -0.85291 -1.45653 4.55269
H 0.85021 1.90700 2.93060
H 2.21473 0.76924 2.95302
H -1.68126 -0.62394 2.20879
H -1.38825 1.10942 2.49688
H -0.61775 0.71878 5.99795
H -0.77496 1.87941 4.67169
H 1.21327 -0.81709 6.04478
H 2.41942 -0.80911 4.75011
H 0.16540 -2.18268 2.26340
H 1.82227 -1.59736 2.58025
H -1.00568 -1.60315 5.61977
H -1.45449 -2.18829 4.01017
*
```

Frontier orbital gap (spin up / spin down) = 8.03 / 5.12 eV
⟨S²⟩ = 6.06
ΔE to the lowest compared entry with this formula, charge and spin = 135.2 kJ/mol
LUMO energy (spin up / spin down) = -7.531 / -10.381 eV



# 3
Formula: C35H45Cl2Zr
Source: the OMol25 dataset
Level of theory: ωB97M-V with the def2-TZVPD basis set

The geometry in ORCA input format:
```
! wB97M-V def2-TZVPD RIJCOSX def2/J DEFGRID3
* xyz -1 1
C -2.11606 3.00320 0.95285
C -0.65226 2.87029 1.20827
C 0.34480 3.81678 0.78317
C 0.08615 5.11314 0.09162
C 1.56134 3.54192 1.48489
C 2.75955 4.42154 1.41395
C 1.32018 2.45913 2.37003
C 2.12378 2.12560 3.56429
C -0.00561 1.94943 2.11659
C -0.71765 0.94891 2.95911
Zr 0.44791 1.40397 -0.36289
C -1.38450 0.19844 -0.55301
C 0.28797 2.63289 -2.16656
C 1.96720 -0.08940 -1.47845
C 1.46920 -0.34541 -2.86363
C 2.93459 0.88982 -1.06677
C 3.70854 1.77184 -1.98074
C 3.29313 0.62621 0.29626
C 4.49387 1.21913 0.94729
C 2.47872 -0.44539 0.76315
C 2.54326 -1.13418 2.07503
C 1.66705 -0.90363 -0.32001
C 0.95170 -2.21493 -0.31996
H -2.45785 4.00259 1.24597
H -2.37127 2.86735 -0.10424
H -2.69304 2.27381 1.52674
H 0.06356 5.94804 0.81061
H 0.87102 5.34812 -0.63591
H -0.86803 5.11842 -0.43955
H 2.81394 5.10945 2.27748
H 3.69571 3.84207 1.40758
H 2.73274 5.00518 0.47836
H 1.85106 2.74310 4.43626
H 1.97801 1.07760 3.85440
H 4.58775 0.89280 1.99025
H -1.09228 1.42000 3.88435
H -1.56955 0.51730 2.41621
H -0.04985 0.12856 3.26159
H -1.25170 -0.82778 -0.91778
H -1.99061 0.13206 0.36347
H -2.02475 0.69763 -1.30130
H 1.15706 2.63481 -2.83608
H -0.54765 2.22687 -2.76196
H 0.02384 3.68402 -1.99413
H 1.82019 -1.32737 -3.21397
H 0.36873 -0.36495 -2.92640
H 1.82075 0.41560 -3.56983
H 4.25812 1.19254 -2.73779
H 3.05223 2.48325 -2.49002
H 4.45718 2.34742 -1.42553
H 5.42249 0.93776 0.42294
H 4.46685 2.31562 0.92367
H 3.19813 2.28262 3.38925
H 2.89644 -2.16987 1.97509
H 3.22230 -0.62282 2.76627
H 1.55063 -1.18264 2.54520
H 1.68067 -3.04569 -0.28994
H 0.29819 -2.32673 0.55881
H 0.33318 -2.34525 -1.21944
Cl -3.43503 -2.23507 -6.38234
C -3.52694 -2.52600 -4.70346
C -4.64968 -2.09795 -3.97423
C -4.70629 -2.33889 -2.60914
C -3.65860 -3.01793 -1.90612
C -3.81999 -3.19496 -0.50483
C -3.01704 -3.88168 0.44671
C -3.49540 -3.94490 1.79554
C -2.78320 -4.57201 2.80771
C -1.54185 -5.16139 2.51497
Cl -0.64090 -5.92302 3.74864
C -1.03794 -5.12829 1.20658
C -1.76944 -4.51803 0.19173
C -2.54499 -3.44005 -2.68709
C -2.47757 -3.19324 -4.05567
H -5.45576 -1.58354 -4.49198
H -5.57482 -2.00883 -2.04161
H -4.74408 -2.77602 -0.09843
H -4.45706 -3.48647 2.02052
H -3.16491 -4.61663 3.82524
H -0.08142 -5.58495 0.98222
H -1.35328 -4.56495 -0.80223
H -1.71695 -3.97397 -2.24818
H -1.61389 -3.52206 -4.61966
*
```

Frontier orbital gap = 4.59 eV
ΔE to the lowest compared entry with this formula, charge and spin = 0.0 kJ/mol
LUMO energy = 2.302 eV



# 4
Formula: C35H45Cl4GeN3O2SbSnTe
Source: the OMol25 dataset
Level of theory: ωB97M-V with the def2-TZVPD basis set

The geometry in ORCA input format:
```
! wB97M-V def2-TZVPD RIJCOSX def2/J DEFGRID3
* xyz 2 2
Sn -0.63958 0.08747 -1.39035
N 4.75373 -1.06347 0.56402
C 4.10837 -2.23282 0.12537
C 4.18487 -3.42736 0.82352
C 3.59005 -4.55496 0.28379
C 2.90921 -4.45638 -0.92298
C 2.87626 -3.23566 -1.56273
N 3.47548 -2.15307 -1.05117
C 4.03618 0.01637 1.09788
C 4.74512 1.12133 1.58774
C 4.03085 2.15851 2.14087
C 2.63705 2.07157 2.19652
C 2.04041 0.94643 1.66861
N 2.71478 -0.06769 1.10438
H 5.66853 -1.20442 0.96586
H 4.70822 -3.46115 1.76899
H 3.65600 -5.50295 0.80140
H 2.44124 -5.31702 -1.37933
H 2.40217 -3.10333 -2.52706
H 5.82536 1.14849 1.53136
H 4.54763 3.02236 2.53752
H 2.03762 2.84238 2.66248
H 0.96212 0.82519 1.71211
Cl -2.25529 5.93062 4.52797
C -2.11292 4.51259 3.56290
C -1.51069 3.37963 4.09805
C -1.39610 2.24469 3.31650
C -1.86119 2.24663 2.00253
C -2.47073 3.38724 1.48160
C -2.60543 4.52015 2.26288
C -1.67289 1.03652 1.17005
O -1.27751 -0.02747 1.65221
O -1.90091 1.16560 -0.11368
H -1.15206 3.39456 5.11763
H -0.94587 1.34627 3.71862
H -2.84437 3.37867 0.46579
H -3.09550 5.40558 1.88192
C -1.76584 0.59142 -3.13111
H -2.79695 0.29838 -2.93531
H -1.37181 0.07062 -3.99984
H -1.72833 1.66987 -3.27709
Cl 4.70100 -1.65098 -3.81592
Ge 3.87987 -0.41494 -2.21579
Cl 1.60145 -0.46590 -3.08141
Cl 3.60322 4.16118 -1.25031
C 0.44257 -2.26714 2.63053
C 0.15997 -3.05435 1.36216
C -0.25083 -4.49088 1.68223
Sb -1.29031 -2.22962 -0.00552
C -3.31579 -2.01534 0.72903
C -4.32452 -2.81978 -0.07562
C -3.37190 -2.32832 2.21987
C -1.13061 -3.76529 -1.53504
C -1.14518 -3.14128 -2.92845
C -2.12276 -4.92512 -1.46367
H 1.22311 -2.79073 3.18919
H -0.43697 -2.21061 3.27126
H 0.78412 -1.25811 2.43237
H 1.05195 -3.06503 0.72824
H -1.12446 -4.51987 2.33472
H 0.56692 -4.97610 2.22070
H -0.45751 -5.09143 0.79713
H -3.48693 -0.95023 0.56809
H -4.19442 -3.89117 0.06347
H -4.29344 -2.59621 -1.14302
H -5.32484 -2.56525 0.28222
H -3.27466 -3.39956 2.40438
H -4.34785 -2.02304 2.60400
H -2.61206 -1.79390 2.78607
H -0.12698 -4.15196 -1.32529
H -2.11091 -2.67713 -3.14773
H -0.98637 -3.91186 -3.68662
H -0.36163 -2.39444 -3.06887
H -3.11438 -4.61587 -1.78777
H -2.21470 -5.36598 -0.47093
H -1.79629 -5.71414 -2.14479
C 0.52160 3.87187 -0.25960
Te 1.89987 2.59348 -1.22479
C 1.02774 3.23616 -3.04337
C 0.08108 4.35484 -2.68515
C -0.55319 5.08245 -3.68886
C -1.42092 6.10770 -3.35647
C -1.65630 6.41730 -2.02183
C -1.02691 5.69855 -1.02089
C -0.15801 4.66155 -1.34978
H 1.10095 4.48157 0.43489
H -0.16519 3.24524 0.31293
H 0.54315 2.36649 -3.49050
H 1.84884 3.54047 -3.69385
H -0.35948 4.85141 -4.72902
H -1.90664 6.67506 -4.13840
H -2.32407 7.22799 -1.76404
H -1.19765 5.94691 0.01943
*
```

Frontier orbital gap (spin up / spin down) = 6.85 / 6.06 eV
⟨S²⟩ = 0.75
ΔE to the lowest compared entry with this formula, charge and spin = 52.3 kJ/mol
LUMO energy (spin up / spin down) = -6.183 / -7.606 eV



# 5
Formula: C35H45ClF3KN2OPS2SbSe2
Source: the OMol25 dataset
Level of theory: ωB97M-V with the def2-TZVPD basis set

The geometry in ORCA input format:
```
! wB97M-V def2-TZVPD RIJCOSX def2/J DEFGRID3
* xyz -2 1
K 0.31285 0.22356 -0.96621
F -1.59876 -3.82042 -5.22059
C -0.87532 -2.81975 -5.75390
F -1.72012 -1.81298 -6.02363
F -0.46882 -3.28672 -6.97336
C 0.30055 -2.41355 -4.91344
C 1.56613 -2.54700 -5.44703
C 2.68093 -2.18704 -4.70149
C 2.44640 -1.70377 -3.42773
N 1.24143 -1.56410 -2.89200
C 0.12561 -1.89957 -3.59222
S -1.40635 -1.69018 -2.84494
H 1.68563 -2.93284 -6.44999
H 3.68361 -2.27675 -5.09480
H 3.27754 -1.40872 -2.79173
Se 2.94708 -0.92523 5.28567
P 3.39389 -2.10052 3.53769
Se 5.05539 -1.54299 2.28779
C 1.87977 -2.31356 2.51959
C 0.64673 -2.45939 3.15314
C -0.50581 -2.66441 2.40851
C -0.44147 -2.72919 1.02189
C 0.78544 -2.60446 0.38748
C 1.94194 -2.39067 1.13322
C 3.67470 -3.86095 4.02947
C 3.57389 -4.27735 5.34925
C 3.78608 -5.61149 5.68332
C 4.08920 -6.53799 4.69903
C 4.18497 -6.12659 3.37412
C 3.98412 -4.79662 3.04322
H 0.60493 -2.38117 4.23338
H -1.46250 -2.75362 2.91065
H -1.33378 -2.86192 0.42102
H 0.85173 -2.64933 -0.69413
H 2.90269 -2.26715 0.64565
H 3.33450 -3.54093 6.10734
H 3.71180 -5.92393 6.71864
H 4.25247 -7.57756 4.95904
H 4.42233 -6.84469 2.59807
H 4.08368 -4.47078 2.01483
C -4.77573 1.26572 -2.76956
C -3.42179 1.57356 -2.14126
Sb -2.97551 0.82784 -0.16074
C -4.09628 2.22124 1.06525
C -5.14834 3.07462 0.36743
C -4.38489 -0.81882 -0.06592
C -5.86546 -0.50836 0.13295
H -4.81143 1.63019 -3.80092
H -5.59721 1.73715 -2.22666
H -4.96817 0.19114 -2.80407
H -3.23141 2.64934 -2.10610
H -2.62906 1.13874 -2.75452
H -3.34707 2.85177 1.54659
H -4.53648 1.61422 1.86055
H -4.71203 3.63279 -0.46351
H -5.59501 3.80117 1.05517
H -5.95896 2.46376 -0.03478
H -4.02359 -1.44816 0.75178
H -4.22046 -1.38930 -0.98418
H -6.03505 0.06814 1.04514
H -6.45540 -1.42741 0.21637
H -6.27470 0.06772 -0.69702
O 1.29859 1.21958 1.23045
S 2.53133 1.60885 2.00392
C 2.42542 3.41228 2.19293
C 2.85328 4.02224 0.86618
C 4.10886 3.25148 0.46277
C 3.85678 1.76887 0.75809
H 3.10370 3.68064 3.00829
H 1.39975 3.62808 2.49169
H 3.04295 5.09331 0.95938
H 2.06906 3.89081 0.11937
H 4.96311 3.60303 1.04838
H 4.34327 3.39888 -0.59219
H 4.71910 1.21447 1.12400
H 3.45154 1.23437 -0.10184
N -1.22185 0.55583 3.26940
H -0.54629 0.56674 2.50724
H -1.00410 -0.29164 3.78474
H -0.93399 1.30987 3.88665
Cl -0.08576 4.06997 -4.73092
C -0.63297 4.15788 -3.06151
C -1.73644 4.93182 -2.79643
C -2.23086 5.06999 -1.49761
C -1.57068 4.36305 -0.48838
C -0.46941 3.57764 -0.74843
C 0.12471 3.45746 -2.06174
C 1.28610 2.74635 -2.30772
H -2.22053 5.43765 -3.62413
H -3.09979 5.68176 -1.29388
H -1.93920 4.41707 0.53260
H -0.01046 3.02896 0.06808
H 1.86328 2.35272 -1.47877
H 1.71046 2.67524 -3.29743
*
```

Frontier orbital gap = 4.99 eV
ΔE to the lowest compared entry with this formula, charge and spin = 23.9 kJ/mol
LUMO energy = 3.845 eV



Table of electronic energy (hartree), in record order: -3667.7875 -6495.5934 -2328.1171 -6315.2910 -9086.1608